1.
Molecular formula: C8H15N3O
Method: DFT, ωB97M-V/def2-TZVPD

Structure (XYZ):
```
27
Properties=species:S:1:pos:R:3:forces:R:3
C 1.62769 1.78174 -1.22482 6.790 -0.511 -3.951
H 2.57953 1.85872 -0.64024 -1.181 0.354 0.018
C 1.00816 0.54771 -1.13319 -6.447 -8.329 -0.093
H 1.57798 -0.39737 -1.38657 0.150 1.172 0.548
H 0.02711 0.24600 -1.94779 2.630 1.775 2.002
C 0.26954 0.20030 0.38855 1.020 5.164 -1.285
N -1.17029 -0.19157 0.54597 1.565 1.158 -3.057
C -1.75646 -1.02595 -0.43085 -0.409 -1.527 1.860
C -3.12860 -0.75641 -0.44154 7.236 3.755 2.316
C -3.26922 0.42197 0.30801 -9.052 6.195 0.406
O -4.37915 1.29123 0.59157 4.962 -5.228 -1.246
N -2.12991 1.02572 0.53155 3.436 -5.759 -5.691
H -1.83785 1.37024 1.29757 1.053 4.118 7.188
H -3.81877 -1.31899 -0.72115 -5.926 -4.580 -2.755
N -1.08711 -2.18172 -0.89351 0.760 5.286 2.767
H -1.71258 -2.76633 -1.25133 -2.247 -3.384 -2.254
H -0.10380 -2.18329 -1.05381 0.112 -0.221 -0.269
H 0.35327 1.20542 0.92098 -0.585 -0.711 -0.774
C 1.22950 -0.61677 1.10915 -5.731 -4.610 3.404
C 2.52687 -0.22244 1.54678 2.157 -2.642 -5.610
H 2.52268 0.69704 1.82820 -0.142 5.862 2.727
H 2.94397 -0.88795 2.23027 0.967 -0.986 0.846
H 3.11173 -0.08216 0.55751 0.115 -0.789 1.542
H 0.54769 -0.80002 2.30179 1.792 -0.198 -3.516
H 1.13001 -1.52553 0.43703 1.019 -0.145 1.739
H 2.02403 1.87941 -2.34164 -0.736 0.067 2.067
H 0.91395 2.43097 -1.12851 -3.310 4.714 1.072
```
Positions in Å, forces in eV/Å.

Results
E   -15048.9959 eV
HOMO level   -8.23 eV
Orbital gap   8.708 eV
Lowest unoccupied orbital energy   0.474 eV


2.
Molecular formula: C5H11NO
Method: DFT, ωB97M-V/def2-TZVPD

Structure (XYZ):
```
18
Properties=species:S:1:pos:R:3:forces:R:3
C -2.65938 -0.90874 1.00672 1.083 -3.069 -2.540
N -1.32154 -1.09970 0.25389 -1.446 1.137 5.369
C -0.32978 -0.11673 0.70375 1.971 0.120 -0.146
C -0.23346 1.14358 -0.19523 1.242 -0.714 0.605
C 0.80452 0.88922 -1.33843 -0.521 -2.713 0.241
C 2.06528 0.56057 -0.60896 0.015 1.832 2.026
O 2.33538 -0.48397 -0.04840 0.571 0.869 -1.588
H -3.46371 -0.89850 0.27475 -0.191 -0.116 -0.086
H -2.77176 -0.04866 1.56300 0.398 2.056 1.170
H -2.81593 -1.78504 1.64918 0.006 0.292 -0.022
H -1.47701 -1.22690 -0.69424 0.126 0.332 -1.933
H -0.23008 0.34051 1.72745 -2.247 -1.050 -0.227
H 0.68680 -0.60202 0.86818 -1.403 0.243 -1.172
H 0.06950 1.90862 0.53050 0.009 0.554 -0.842
H -1.18352 1.37076 -0.65987 -0.263 0.209 0.162
H 0.49365 -0.11921 -1.71805 -0.053 1.012 -0.556
H 0.87638 1.66144 -2.09271 0.082 0.074 -0.052
H 2.50031 1.56124 -0.24525 0.621 -1.069 -0.408
```
Positions in Å, forces in eV/Å.

Results
E   -8898.4073 eV
HOMO level   -8.50 eV
Orbital gap   9.392 eV
Lowest unoccupied orbital energy   0.891 eV
SMILES   CNCCCC=O


3.
Molecular formula: C10H7F3N2O2S
Method: DFT, ωB97M-V/def2-TZVPD

Structure (XYZ):
```
25
Properties=species:S:1:pos:R:3:forces:R:3
O 1.21417 1.03660 1.80587 -0.067 -1.505 -0.361
C 0.68959 1.33903 0.74789 2.654 -2.055 0.925
N 0.32379 2.65675 0.70055 -2.158 0.585 -1.810
C -0.96875 2.93608 1.09694 0.735 4.871 1.689
O -1.09788 4.08598 1.55694 -1.187 -2.540 -0.868
C -2.14513 1.91756 1.16711 0.090 -0.674 -0.047
F -1.89790 1.06617 2.19441 -0.241 0.549 -0.658
F -2.19429 1.16839 0.02700 -0.321 0.652 0.759
F -3.33371 2.50743 1.38524 1.367 -0.504 -0.469
N 0.60273 0.54525 -0.37426 -0.235 0.114 0.905
C 0.47067 1.10511 -1.71283 0.658 0.705 -0.936
S 0.63273 -0.31559 -2.91865 -0.311 1.081 0.417
C 0.55038 -1.43645 -1.59702 0.388 -1.342 0.122
C 0.55047 -2.82743 -1.75179 0.059 -0.540 0.435
C 0.60218 -3.68188 -0.63901 -0.384 0.795 0.333
C 0.59831 -3.10807 0.66035 -0.010 -0.082 -1.775
C 0.65118 -1.73041 0.79905 -0.108 0.882 0.234
C 0.63122 -0.87607 -0.34048 -0.105 -0.740 1.242
H 1.00003 3.28233 1.13897 -0.475 -0.188 -0.044
H 1.32712 1.80324 -1.91987 -0.925 -0.540 0.203
H -0.48260 1.63535 -1.85981 0.319 -0.284 0.050
H 0.49755 -3.26945 -2.74426 0.072 0.183 0.109
H 0.58444 -4.76905 -0.78294 -0.001 0.545 0.090
H 0.49748 -3.72544 1.53381 0.250 -0.147 0.198
H 0.69622 -1.34541 1.82679 -0.063 0.179 -0.742
```
Positions in Å, forces in eV/Å.

Results
E   -36546.3986 eV
HOMO level   -8.26 eV
Orbital gap   8.613 eV
Lowest unoccupied orbital energy   0.358 eV
SMILES   O=C(NC(=O)C(F)(F)F)N1CSc2ccccc21


4.
Molecular formula: C12H29BN4O4
Method: DFT, ωB97M-V/def2-TZVPD

Structure (XYZ):
```
50
Properties=species:S:1:pos:R:3:forces:R:3
C -3.34813 0.53467 2.39899 -1.037 -0.093 -0.830
C -3.57647 -0.69686 1.36866 0.468 -0.273 1.701
C -2.20578 -1.50820 1.18492 -0.283 -0.300 -1.026
C -1.57003 -1.35246 -0.27311 0.854 0.033 0.577
C 0.00520 -1.73127 -0.16302 -0.215 0.897 -1.386
C 0.62360 -1.95881 -1.64515 -1.204 0.083 0.583
C 0.27246 -0.65727 -2.52313 1.076 -0.592 -0.026
B 1.47036 -0.17596 -3.50132 -1.106 0.417 -0.056
C 1.17476 1.03588 -4.56157 -0.697 0.202 0.615
C 2.15466 2.28879 -4.41606 0.288 -0.174 -0.405
C 3.66355 2.00983 -4.82531 1.925 -1.966 -0.378
O 4.16143 0.91955 -5.12241 -2.051 3.200 0.578
O 4.56341 3.13736 -4.80459 -2.332 -1.147 1.368
H -3.45502 0.14978 3.46911 0.495 0.571 -1.463
H -4.21798 1.25479 2.21746 1.224 -0.700 0.437
H -2.36180 1.08099 2.21396 -1.340 -0.879 0.341
H -4.06709 -0.37337 0.39363 0.895 -0.365 1.161
H -4.30894 -1.39768 1.91337 0.883 1.037 -1.021
H -1.39022 -1.18725 1.92745 -1.441 -0.366 -0.885
H -2.43350 -2.61530 1.33958 0.508 1.352 -0.034
H -1.71089 -0.26582 -0.62576 0.357 -1.604 0.561
H -2.03244 -2.01763 -1.07151 0.247 0.684 1.122
H 0.51871 -0.78762 0.23528 -0.577 -1.517 -0.036
H 0.15000 -2.64086 0.50692 -0.141 1.247 -0.764
H 1.74313 -2.17271 -1.62759 -1.471 0.321 0.041
H 0.07556 -2.86197 -2.09020 0.945 1.122 0.474
H -0.64548 -0.86043 -3.16916 0.842 0.618 1.052
H 0.10070 0.21097 -1.78089 -0.069 -1.036 -1.251
H 2.54746 -0.68719 -3.41052 -0.009 0.164 -0.055
H 0.12111 1.42199 -4.29053 1.486 -0.389 -0.561
H 1.08481 0.62437 -5.62137 0.442 0.642 1.222
H 1.78602 3.15244 -5.07718 0.589 -1.082 1.195
H 2.15654 2.58969 -3.30452 0.037 -0.107 -1.672
H 4.25682 3.63348 -4.00541 0.438 -0.012 -1.067
N 0.26251 3.57437 0.69450 -0.010 0.249 -0.676
C 0.24053 2.66610 1.70356 -0.083 -0.407 -0.015
N 0.53050 3.17078 2.92932 0.126 -0.011 0.653
O -0.02027 1.48660 1.52200 0.076 0.130 -0.042
H 0.47382 4.54696 0.82210 -0.031 -0.077 0.021
H 0.05197 3.23760 -0.22999 -0.004 0.063 0.163
H 0.52374 2.52757 3.70317 -0.026 0.113 -0.125
H 0.74695 4.13559 3.09992 -0.034 -0.069 -0.034
N 0.08818 -3.94329 3.76168 -0.063 -0.638 -0.330
C -0.24712 -2.84857 4.49166 -0.513 0.087 0.130
N 0.77481 -1.98340 4.71688 0.382 0.570 0.279
O -1.37729 -2.65737 4.91157 0.183 -0.024 -0.053
H 1.01060 -4.11832 3.40772 -0.070 0.049 0.024
H -0.64199 -4.60926 3.57249 0.116 0.123 0.020
H 0.56683 -1.15876 5.25409 0.019 -0.143 -0.108
H 1.70973 -2.12253 4.38030 -0.094 0.001 -0.015
```
Positions in Å, forces in eV/Å.

Results
E   -27740.8882 eV
HOMO level   -9.86 eV
Orbital gap   9.955 eV
Lowest unoccupied orbital energy   0.098 eV
SMILES   CCCCCCCBCCC(=O)O.NC(N)=O.NC(N)=O


5.
Molecular formula: C2H7BrSi
Method: DFT, ωB97M-V/def2-TZVPD

Structure (XYZ):
```
11
Properties=species:S:1:pos:R:3:forces:R:3
C 0.44106 1.62733 -0.16240 -0.205 -0.552 0.176
C 0.32353 -1.62815 -0.25217 -0.220 0.649 0.186
Si -0.23954 0.00230 0.51923 -2.166 -0.056 -1.139
Br -3.11065 0.03391 0.03552 2.485 0.000 0.260
H 0.98719 1.48487 -1.09085 0.013 -0.135 -0.100
H -0.36062 2.33644 -0.35266 -0.170 -0.045 0.053
H 1.11590 2.08364 0.55896 0.072 -0.026 0.154
H 1.21150 -2.00162 0.25157 0.175 0.025 0.149
H -0.45420 -2.37889 -0.15444 -0.173 -0.007 0.112
H 0.55426 -1.52628 -1.30895 -0.011 0.147 -0.094
H -0.46842 -0.03355 1.95619 0.201 -0.001 0.242
```
Positions in Å, forces in eV/Å.

Results
E   -80107.9740 eV
HOMO level   -9.17 eV
Orbital gap   8.964 eV
Lowest unoccupied orbital energy   -0.208 eV


6.
Molecular formula: C2H5N3S
Method: DFT, ωB97M-V/def2-TZVPD

Structure (XYZ):
```
11
Properties=species:S:1:pos:R:3:forces:R:3
H -2.87468 1.50857 0.01207 -0.196 0.182 -0.046
N -2.14345 0.88563 0.31859 0.307 -0.179 -0.186
C -1.14377 0.94849 -0.45615 0.250 -0.167 0.473
N -0.01388 0.18164 -0.22079 0.046 -0.024 -0.254
S -0.02786 -0.87388 1.15354 -0.172 0.137 -0.068
C 1.07887 0.24208 -1.07113 -0.133 0.045 0.272
N 2.12356 -0.45322 -0.86721 0.248 0.510 -0.672
H 2.83424 -0.22555 -1.57850 -0.447 -0.279 0.440
H -1.01827 1.60207 -1.31582 -0.139 0.049 -0.165
H 1.20844 -1.30348 0.86740 0.114 -0.034 -0.028
H 0.92180 0.95876 -1.89222 0.122 -0.240 0.233
```
Positions in Å, forces in eV/Å.

Results
E   -17459.6165 eV
HOMO level   -8.56 eV
Orbital gap   9.262 eV
Lowest unoccupied orbital energy   0.700 eV
SMILES   [H]/N=C/N(S)/C=N/[H]